Density functional theory data (wB97M-V/def2-TZVPD) for one molecule with the formula Br2O3S2.

```
! wB97M-V def2-TZVPD RIJCOSX def2/J DEFGRID3
* xyz 0 1
O 1.596 1.016 -0.452
O -0.883 1.071 -0.880
O -0.215 0.562 1.384
S -1.442 0.674 0.509
S 0.706 -0.051 -0.437
Br -1.651 -1.467 -0.163
Br 1.889 -1.806 0.039
*
```

## Properties
Energy above the lowest of the compared OMol25 structures with the same formula, charge and spin (eV): 0.839
Largest force on an atom (eV/A): 3.24
HOMO energy (eV): -9.831
Gap between HOMO and LUMO (eV): 7.727


Density functional theory data (wB97M-V/def2-TZVPD) for one molecule with the formula C3H6N2O2S2.

```
! wB97M-V def2-TZVPD RIJCOSX def2/J DEFGRID3
* xyz 0 1
C 2.141 0.838 -0.209
C 1.339 0.846 0.905
C 1.982 -0.359 -1.001
N 0.549 -0.261 1.030
N -3.017 -0.584 0.760
O -2.841 0.995 -0.965
O -0.934 -0.853 -0.901
S 0.541 -1.273 -0.174
S -1.924 0.343 -0.042
H 2.707 1.736 -0.538
H 1.529 1.499 1.746
H 1.950 -0.313 -2.029
H 2.790 -1.121 -0.816
H -2.832 -1.029 1.668
H -3.980 -0.462 0.566
*
```

## Properties
Energy above the lowest of the compared OMol25 structures with the same formula, charge and spin (eV): 2.662
Largest force on an atom (eV/A): 2.80
HOMO energy (alpha / beta) (eV): -7.988 / -7.989
Gap between HOMO and LUMO (alpha / beta) (eV): 8.548 / 8.549


Density functional theory data (wB97M-V/def2-TZVPD) for C18H40F6N5NaO12S6 as an isolated structure.

```
! wB97M-V def2-TZVPD RIJCOSX def2/J DEFGRID3
* xyz 0 1
Na -0.504 2.308 1.302
C 0.967 -0.487 2.069
C 0.415 -1.828 2.537
C 0.509 -2.959 1.521
N -0.098 -4.248 2.044
C 0.222 -5.300 0.989
C -0.709 -6.513 0.984
C -2.182 -6.133 1.102
C -2.361 -5.294 2.341
C -1.613 -3.977 2.141
C 0.433 -4.572 3.389
H 0.169 -0.034 1.479
H 1.845 -0.521 1.425
H 1.112 0.194 2.904
H -0.658 -1.668 2.670
H 0.902 -2.079 3.478
H 1.571 -3.119 1.321
H -0.007 -2.645 0.615
H 0.091 -4.757 0.055
H 1.252 -5.610 1.148
H -0.450 -7.164 0.150
H -0.476 -7.109 1.873
H -2.623 -5.686 0.208
H -2.772 -7.051 1.185
H -3.389 -4.976 2.540
H -2.111 -5.764 3.293
H -1.855 -3.558 1.167
H -1.820 -3.302 2.965
H 0.084 -3.857 4.127
H 1.522 -4.571 3.383
H 0.119 -5.573 3.679
C 3.952 1.695 -4.997
C 3.069 1.734 -3.758
C 1.653 1.276 -4.049
N 0.711 1.460 -2.874
C -0.637 0.980 -3.319
C -1.301 1.827 -4.418
C -1.282 3.328 -4.121
C 0.051 3.784 -3.526
C 0.576 2.911 -2.418
C 1.207 0.668 -1.701
H 3.605 2.457 -5.703
H 3.923 0.738 -5.518
H 4.984 1.953 -4.766
H 3.015 2.719 -3.295
H 3.547 1.049 -3.052
H 1.653 0.230 -4.359
H 1.251 1.848 -4.883
H -0.566 -0.073 -3.587
H -1.336 1.019 -2.485
H -0.906 1.621 -5.417
H -2.336 1.496 -4.515
H -1.404 3.859 -5.064
H -2.103 3.596 -3.455
H 0.743 3.937 -4.357
H -0.060 4.767 -3.060
H 1.533 3.188 -1.981
H -0.154 2.816 -1.614
H 0.484 0.842 -0.912
H 2.225 0.913 -1.425
H 1.068 -0.374 -1.991
N -1.949 1.044 -0.054
S -2.535 -0.528 -0.225
O -3.379 -0.894 -1.328
O -2.643 -1.229 1.026
F -1.128 -1.096 -0.831
S -3.300 1.800 -0.232
O -4.382 1.500 0.648
O -3.564 2.174 -1.603
F -2.755 3.207 0.296
N 1.694 3.136 1.010
S 3.252 3.075 1.125
O 3.754 3.729 2.299
O 4.083 3.026 -0.058
F 3.240 1.531 1.613
S 1.601 4.814 0.751
O 2.635 5.469 0.006
O 0.908 5.556 1.748
F 0.442 4.724 -0.387
N -1.154 2.331 3.551
S -2.257 1.550 4.305
O -2.789 2.150 5.503
O -2.156 0.116 4.286
F -3.427 1.872 3.280
S -0.124 2.605 4.816
O 0.036 1.527 5.756
O -0.094 3.956 5.269
F 1.243 2.445 3.967
*
```

## Properties
Energy above the lowest of the compared OMol25 structures with the same formula, charge and spin (eV): 0.697
Largest force on an atom (eV/A): 6.09
HOMO energy (eV): -9.292
Gap between HOMO and LUMO (eV): 8.608


Density functional theory data (wB97M-V/def2-TZVPD) for a 3-piece molecular cluster, C30H26BrNO3 overall.

```
! wB97M-V def2-TZVPD RIJCOSX def2/J DEFGRID3
* xyz 0 1
C -1.740 3.323 -6.164
C -0.889 1.989 -5.648
C 0.109 1.287 -6.779
C 1.014 -0.067 -6.419
C 0.835 -0.665 -4.898
C -0.158 0.048 -3.758
C -1.049 1.423 -4.090
C -2.020 2.164 -2.951
C -1.758 1.465 -1.491
C -2.876 0.447 -0.856
C -2.557 -0.270 0.584
C -1.145 0.033 1.360
C -0.820 -0.741 2.794
C -0.593 -2.343 2.372
O -0.968 -3.377 3.138
Br 0.270 -2.618 0.549
C -0.045 1.057 0.704
C -0.341 1.789 -0.732
C 0.933 2.747 -1.116
O 1.054 3.517 -2.200
N 1.846 2.538 0.086
C 1.449 1.536 1.184
O 2.182 1.122 2.253
H -2.650 3.480 -5.445
H -2.114 3.051 -7.257
H -0.976 4.210 -6.186
H 0.200 1.769 -7.865
H 1.741 -0.581 -7.184
H 1.429 -1.650 -4.581
H -0.187 -0.490 -2.714
H -3.161 2.006 -3.249
H -1.820 3.335 -2.918
H -3.880 0.222 -1.426
H -3.334 -1.021 1.038
H 0.178 -0.287 3.205
H -1.734 -0.636 3.546
H 2.744 2.321 -0.415
C -3.472 -6.452 3.379
C -4.061 -7.708 3.244
C -3.387 -8.726 2.570
C -2.124 -8.486 2.028
C -1.539 -7.227 2.156
C -2.212 -6.210 2.833
H -3.995 -5.661 3.910
H -5.046 -7.895 3.664
H -3.845 -9.707 2.467
H -1.597 -9.280 1.505
H -0.557 -7.038 1.728
H -1.754 -5.229 2.934
C 4.129 3.891 4.412
C 3.938 3.583 3.065
C 4.348 4.480 2.079
C 4.946 5.688 2.440
C 5.129 5.999 3.787
C 4.722 5.101 4.773
H 3.816 3.189 5.180
H 3.469 2.643 2.784
H 4.201 4.239 1.029
H 5.268 6.386 1.672
H 5.589 6.943 4.068
H 4.867 5.343 5.822
*
```

## Properties
Energy above the lowest of the compared OMol25 structures with the same formula, charge and spin (eV): 11.863
Largest force on an atom (eV/A): 9.58
HOMO energy (eV): -8.424
SMILES: Cc1ccccc1Cc1ccc(CC(=O)Br)c2c1C(=O)NC2=O.c1ccccc1.c1ccccc1
Gap between HOMO and LUMO (eV): 6.349


Density functional theory data (wB97M-V/def2-TZVPD) for C19H16F6N3O8P2W as an isolated structure.

```
! wB97M-V def2-TZVPD RIJCOSX def2/J DEFGRID3
* xyz 1 1
W 0.497 0.121 -0.652
C 3.814 -3.017 -1.282
C 3.874 -3.517 0.011
C 2.855 -3.204 0.893
C 1.814 -2.396 0.461
N 1.828 -1.797 -0.761
C 2.803 -2.131 -1.609
C 0.543 -2.221 1.157
C 0.108 -2.935 2.254
C -1.228 -2.847 2.634
C -2.113 -2.131 1.844
C -1.638 -1.419 0.755
N -0.297 -1.383 0.477
C -2.428 -0.700 -0.232
C -3.820 -0.695 -0.295
C -4.444 -0.043 -1.337
C -3.663 0.597 -2.299
C -2.291 0.564 -2.172
N -1.673 -0.066 -1.165
H 4.552 -3.281 -2.023
H 4.688 -4.155 0.321
H 2.863 -3.573 1.908
H 2.764 -1.671 -2.587
H 0.790 -3.578 2.787
H -1.576 -3.382 3.505
H -3.167 -2.118 2.074
H -4.392 -1.203 0.467
H -5.522 -0.039 -1.417
H -4.118 1.114 -3.130
H -1.635 1.034 -2.898
O 4.124 0.140 -0.252
P 2.747 0.922 -0.365
O 2.821 2.388 -0.344
O 1.860 0.280 0.797
O 2.723 0.682 -2.564
P 1.317 0.796 -3.150
O 0.598 1.953 -2.110
O 1.055 1.108 -4.542
O 0.487 -0.387 -2.489
H 4.859 0.691 -0.552
H 1.041 2.814 -2.154
C -1.996 3.310 0.520
C -0.853 2.503 1.120
O -0.339 1.589 0.195
C -1.298 1.708 2.379
F -0.416 0.718 2.641
F -2.486 1.106 2.167
F -1.424 2.432 3.478
C 0.289 3.475 1.524
F -0.123 4.399 2.396
F 1.305 2.816 2.076
F 0.718 4.113 0.435
H -2.808 2.651 0.222
H -1.627 3.835 -0.359
H -2.362 4.036 1.243
*
```

## Properties
Energy above the lowest of the compared OMol25 structures with the same formula, charge and spin (eV): 4.332
Largest force on an atom (eV/A): 2.94
HOMO energy (alpha / beta) (eV): -11.383 / -11.384
Gap between HOMO and LUMO (alpha / beta) (eV): 5.926 / 5.926


Density functional theory data (wB97M-V/def2-TZVPD) for one molecule with the formula C2H2N4OS.

```
! wB97M-V def2-TZVPD RIJCOSX def2/J DEFGRID3
* xyz 0 1
O -1.341 -1.625 -0.719
N -0.434 -0.753 -0.144
N 0.365 -1.308 0.753
N 1.230 -0.526 1.361
C 1.232 0.818 1.008
N 0.458 1.379 0.131
C -0.443 0.587 -0.575
S -1.312 1.065 -1.893
H -1.644 -1.063 -1.548
H 1.889 1.427 1.625
*
```

## Properties
Energy above the lowest of the compared OMol25 structures with the same formula, charge and spin (eV): 2.200
Largest force on an atom (eV/A): 1.80
HOMO energy (eV): -9.622
SMILES: On1nncnc1=S
Gap between HOMO and LUMO (eV): 8.447


Density functional theory data (wB97M-V/def2-TZVPD) for C10H19ClF3O13PS as an isolated structure.

```
! wB97M-V def2-TZVPD RIJCOSX def2/J DEFGRID3
* xyz 0 1
O 1.971 4.748 -1.181
S 0.819 4.784 -0.364
O 1.348 5.471 1.079
P 0.438 6.880 1.407
O -1.106 6.451 1.072
Cl 0.842 8.214 -0.149
O 0.449 3.234 0.185
C 1.460 2.320 0.174
F 1.048 1.272 0.864
F 2.556 2.737 0.731
F 1.723 1.907 -1.025
H -1.351 6.726 0.174
C -4.652 -1.365 3.766
O -4.125 -0.732 2.600
C -3.093 0.086 2.840
O -2.607 0.309 3.916
O -2.702 0.605 1.677
C -1.591 1.501 1.771
H -5.476 -1.996 3.442
H -3.896 -1.988 4.241
H -5.030 -0.624 4.469
H -0.721 0.987 2.161
H -1.840 2.360 2.394
H -1.378 1.845 0.769
C -2.802 -2.333 -0.449
O -1.706 -2.486 -1.359
C -1.339 -1.358 -1.969
O -1.844 -0.278 -1.816
O -0.315 -1.632 -2.788
C 0.164 -0.493 -3.507
H -3.004 -3.311 -0.018
H -2.542 -1.643 0.351
H -3.693 -1.991 -0.972
H 0.540 0.264 -2.821
H -0.620 -0.079 -4.139
H 0.981 -0.834 -4.137
C 1.278 -3.445 -1.307
O 2.419 -2.953 -0.588
C 3.591 -3.295 -1.115
O 3.758 -3.956 -2.107
O 4.557 -2.775 -0.351
C 5.880 -3.063 -0.803
H 0.396 -3.106 -0.784
H 1.265 -3.053 -2.312
H 1.277 -4.535 -1.322
H 6.047 -2.650 -1.796
H 6.062 -4.137 -0.802
H 6.566 -2.590 -0.105
*
```

## Properties
Largest force on an atom (eV/A): 1.99
HOMO energy (eV): -10.512
Gap between HOMO and LUMO (eV): 10.723


Density functional theory data (wB97M-V/def2-TZVPD) for ClH12LiO6 as an isolated structure.

```
! wB97M-V def2-TZVPD RIJCOSX def2/J DEFGRID3
* xyz 0 1
Li -4.669 -0.176 -2.102
Cl -0.761 -0.452 -0.924
O 0.976 -2.535 4.186
H 1.113 -1.887 3.495
H 0.317 -3.130 3.828
O 0.706 -5.668 -1.459
H -0.021 -5.920 -0.890
H 0.680 -4.711 -1.470
O 0.585 5.055 1.492
H -0.086 4.574 1.008
H 0.542 5.945 1.142
O 0.753 -2.201 -6.032
H -0.014 -2.766 -6.123
H 0.701 -1.869 -5.135
O -4.284 1.375 4.054
H -4.355 2.319 3.914
H -3.942 1.034 3.227
O 4.137 3.576 -1.047
H 4.390 4.110 -0.294
H 3.230 3.327 -0.871
*
```

## Properties
Energy above the lowest of the compared OMol25 structures with the same formula, charge and spin (eV): 4.582
Largest force on an atom (eV/A): 0.97
HOMO energy (eV): -7.890
Gap between HOMO and LUMO (eV): 4.832